97
Properties=species:S:1:pos:R:3 method="wB97M-V/def2-TZVPD" lumo_ev=-6.028 gap_ev=0.881 charge=+1 homo_ha=-0.254
C 1.34620 -2.85840 1.01835
C 2.09364 -2.38827 -0.26235
P 1.12510 -1.17891 -1.27374
C 1.73405 -1.44542 -3.01717
C 1.56496 0.64813 -0.84708
C 1.95554 1.29707 -2.12910
N 2.21463 1.73584 -3.16438
C 0.24751 1.37639 -0.45556
Br -0.92730 1.08276 -2.02752
C -0.48335 0.80490 0.81439
C -0.24498 1.64583 2.09325
Br -2.43712 0.93434 0.46007
C 2.76520 0.86128 0.13363
C 2.58037 0.29046 1.47547
N 2.50823 -0.28588 2.47682
C 4.05600 0.32955 -0.57939
C 5.10572 -0.25121 0.36736
O 5.35721 -1.42245 0.43535
C 3.00970 2.40051 0.34783
C 3.88694 2.73128 1.56484
C 4.14793 4.28290 1.53538
S 3.24980 5.16746 2.85402
H 0.66797 -3.68067 0.80475
H 0.86253 -2.03612 1.54222
H 2.11994 -3.22423 1.69683
H 2.22284 -3.28112 -0.87987
H 3.09200 -2.07406 0.04809
H 1.57280 -2.50878 -3.20026
H 2.77724 -1.16833 -3.16734
H 1.03564 -0.90521 -3.65815
H 0.32513 2.45731 -0.38081
H -0.30321 -0.25069 0.98828
H -1.16382 2.10040 2.44942
H 0.06221 0.95163 2.87751
H 0.52899 2.40317 1.96135
H 4.54409 1.14036 -1.12479
H 3.83731 -0.44179 -1.31735
H 5.72117 0.41920 1.00107
H 3.49666 2.83976 -0.52385
H 2.07646 2.95249 0.48162
H 3.37446 2.55998 2.50770
H 4.87054 2.26866 1.54729
H 3.88742 4.71598 0.57037
H 5.21381 4.43825 1.69510
H 2.25358 4.29482 3.13667
K -4.01126 1.71350 -1.31226
C 2.51248 6.54138 8.01590
C 1.45838 5.46786 7.76103
C 1.62899 4.74594 6.44108
O 0.29314 4.37092 6.12542
C -0.53818 5.26217 6.73702
O -1.68753 5.36561 6.53693
O 0.17593 6.03463 7.63665
H 2.27307 7.45917 7.48715
H 2.54677 6.80068 9.08992
H 3.52113 6.20382 7.71747
H 1.42616 4.74601 8.60952
H 2.26616 3.86323 6.52433
H 2.02017 5.38808 5.64929
C -0.97924 -1.23377 -5.76726
O -1.06418 -0.40522 -4.87768
N -0.52579 -0.97447 -7.00753
C -0.43017 -1.99823 -8.03381
C -0.12119 0.38193 -7.31396
H -1.26656 -2.28623 -5.61753
H 0.60710 -2.09433 -8.36019
H -1.04983 -1.71981 -8.88736
H -0.76990 -2.95637 -7.64794
H 0.67427 0.67486 -6.62347
H -0.96621 1.05598 -7.16640
H 0.22741 0.45224 -8.34099
O -6.19221 -2.10982 -1.62198
C -5.48585 -2.85950 -1.01941
O -4.16484 -2.57868 -0.74413
C -3.55994 -3.71354 -0.10715
C -4.71263 -4.50002 0.48849
C -5.84348 -4.22370 -0.49074
H -3.01308 -4.28590 -0.86357
H -2.85541 -3.36966 0.65199
H -4.48921 -5.55736 0.61578
H -4.97144 -4.09070 1.46828
H -5.84631 -4.93247 -1.32030
H -6.84864 -4.21006 0.03260
O -3.13087 4.90943 -2.97684
H -3.22877 5.86645 -2.95184
Cl -4.64168 -6.98204 -1.60798
C -5.02812 -8.52825 -2.40865
C -6.17360 -8.39206 -3.37953
Cl -7.71630 -8.07526 -2.55363
H -5.24386 -9.26131 -1.63535
H -4.13043 -8.84511 -2.93817
H -6.29321 -9.32057 -3.93623
H -5.99895 -7.58642 -4.08900
Ca 3.16238 4.72523 9.67604
Br 6.11279 5.29260 7.84634
Cl -8.33087 -3.15777 0.71699
Na 2.30456 3.18581 -5.13460

8
Properties=species:S:1:pos:R:3 method="wB97M-V/def2-TZVPD" lumo_ev="-1.109 / -1.108" gap_ev="8.915 / 8.917" relative_energy_kcal_mol=159.5 charge=0 homo_ha="-0.368 / -0.368"
C 0.64458 0.18731 -0.27264
C -0.90315 0.19825 -0.13853
O 1.63296 -1.57513 1.22962
O 1.52121 -0.57993 0.29772
F 1.07111 0.99603 -1.18910
F -1.37305 1.22029 0.65703
F -1.30292 -0.97026 0.49577
H -1.29074 0.52345 -1.07988